1.
Below is a structure of composition C3H7N5 in a non-equilibrium geometry, with properties calculated with ωB97M-V/def2-TZVPD.

The geometry in ORCA input format:
```
! RIJCOSX wB97M-V def2-TZVPD def2/J DEFGRID3
* xyz 0 1
C -0.1789 0.9715 -0.2538
C 0.2143 -0.3153 -0.9531
C 0.9468 -0.5881 1.7626
H -0.8599 -0.1784 -2.4609
H -3.0369 0.7781 -1.7398
H 0.0050 1.4508 0.7905
H 0.2189 -0.3184 -1.9654
H 0.4755 -2.3427 1.2946
H 1.2435 -0.8818 2.8690
H 2.1355 0.6622 2.2842
N -1.7348 0.9972 -1.9804
N -1.3976 1.4342 -0.6905
N 0.5317 -1.4547 -0.4146
N 0.2181 -1.4445 1.0414
N 1.5149 0.5281 1.4145
*
```

Computed properties:
E_HOMO	-0.3122	hartree
relative energy (zero: lowest compared OMol25 entry of this formula, charge and spin)	922.4	kJ/mol

***

2.
Below is a cluster of 2 separate species, C4H13NO3 in total in a non-equilibrium geometry, with properties calculated with ωB97M-V/def2-TZVPD.

The geometry in ORCA input format:
```
! RIJCOSX wB97M-V def2-TZVPD def2/J DEFGRID3
* xyz 1 2
C -1.6362 0.5596 1.3016
O -1.4062 0.2365 2.6652
C -0.3864 0.1235 0.4796
C -0.5146 0.7596 -0.9141
C 0.1675 -0.0791 -2.0299
O 1.2984 -0.6962 -1.5366
N -0.1888 -1.3065 0.3555
H -2.4692 -0.0972 1.1002
H -1.8739 1.6254 1.2198
H -0.6621 0.6886 3.0881
H 0.5357 0.4737 0.9936
H -0.0126 1.7350 -0.9590
H -1.5796 1.0049 -1.0676
H 0.6333 0.5976 -2.7769
H -0.5504 -0.7405 -2.5293
H 1.0112 -1.3269 -0.7687
H -0.9101 -1.6671 -0.2686
H -0.0124 -1.7525 1.2520
H 3.1829 0.4084 -0.4241
H 2.3559 -0.6038 0.3683
O 3.0176 0.0569 0.4508
*
```

Computed properties:
E_HOMO (spin up / spin down)	-0.5511 / -0.5489	hartree
relative energy (zero: lowest compared OMol25 entry of this formula, charge and spin)	255.3	kJ/mol

***

3.
Below is the molecule C16H21NO7S in a non-equilibrium geometry, with properties calculated with ωB97M-V/def2-TZVPD.

The geometry in ORCA input format:
```
! RIJCOSX wB97M-V def2-TZVPD def2/J DEFGRID3
* xyz 0 1
C -0.5197 -3.1165 -2.4446
O 0.6941 -2.6642 -1.8767
C 0.7053 -1.8754 -0.7780
C 1.9339 -1.2658 -0.5201
C 2.1295 -0.3993 0.5500
C 3.4045 0.2297 0.8341
C 4.5686 0.0107 0.2110
C 5.7813 0.7306 0.6234
O 5.8512 1.5544 1.5008
O 6.8483 0.3645 -0.1069
C 1.0311 -0.1105 1.3666
C -0.1790 -0.7165 1.1301
S -1.5466 -0.2862 2.2281
O -1.2296 0.9684 2.8401
O -1.7890 -1.4177 3.0747
N -2.9031 -0.0697 1.3069
C -3.1031 1.1891 0.6361
C -2.2576 1.3787 -0.6441
C -0.8875 2.0344 -0.3641
C -0.9977 3.4255 -1.0082
C -2.4944 3.5455 -1.3092
O -2.9290 2.2251 -1.5586
C -0.3693 -1.6272 0.0964
O -1.6019 -2.2333 -0.0620
C -1.7889 -3.3906 0.7541
H -0.2491 -3.4800 -3.4357
H -0.9579 -3.9360 -1.8712
H -1.2469 -2.3080 -2.5366
H 2.7365 -1.4957 -1.2018
H 3.4042 0.9467 1.6460
H 4.6978 -0.6859 -0.6014
H 7.6349 0.8508 0.1849
H 1.1035 0.5841 2.1878
H -3.1052 -0.8844 0.7468
H -2.8737 1.9618 1.3711
H -4.1596 1.2622 0.3604
H -2.1619 0.4049 -1.1394
H -0.7161 2.1010 0.7086
H -0.0755 1.4591 -0.8063
H -0.6499 4.2185 -0.3516
H -0.4278 3.4627 -1.9361
H -2.7176 4.1361 -2.1979
H -3.0323 3.9688 -0.4499
H -1.7960 -3.1225 1.8127
H -2.7551 -3.7991 0.4643
H -1.0037 -4.1288 0.5652
*
```

Computed properties:
E_HOMO	-0.3332	hartree
SMILES	COc1cc(/C=C/C(=O)O)cc(S(=O)(=O)NC[C@@H]2CCCO2)c1OC

***

4.
Below is the ion CH3O4Si with charge -1 in a non-equilibrium geometry, with properties calculated with ωB97M-V/def2-TZVPD.

The geometry in ORCA input format:
```
! RIJCOSX wB97M-V def2-TZVPD def2/J DEFGRID3
* xyz -1 1
O 1.2620 -1.7191 1.6150
C 1.3525 -1.8805 0.2980
O 1.7561 -2.8334 -0.3661
Si 0.6271 -0.2040 -0.5699
O -1.0845 -0.2970 -0.7618
O 0.8425 0.9829 0.5916
H 0.9680 0.5922 -1.8528
H -1.4395 -1.1175 -0.3778
H 1.3317 0.5265 1.2535
*
```

Computed properties:
E_HOMO	-0.1516	hartree
SMILES	O=C([O-])[SiH](O)O
relative energy (zero: lowest compared OMol25 entry of this formula, charge and spin)	48.6	kJ/mol

***

5.
Below is a structure of composition C12H17CaN2O9 in a non-equilibrium geometry, with properties calculated with ωB97M-V/def2-TZVPD.

The geometry in ORCA input format:
```
! RIJCOSX wB97M-V def2-TZVPD def2/J DEFGRID3
* xyz 1 1
Ca 12.6004 -27.5846 -0.7591
N 13.1890 -28.0226 -3.5014
O 13.9182 -28.4116 -2.6294
O 13.4000 -28.0618 -4.7174
O 12.1328 -27.5674 -3.1668
C 10.6690 -25.7859 -5.6063
C 9.4486 -25.1809 -4.9607
C 9.6677 -24.5833 -3.6809
O 9.4072 -23.2160 -3.8194
C 8.7026 -23.0769 -4.8754
O 7.8623 -22.1348 -5.0930
O 8.8697 -24.1577 -5.6554
H 11.5937 -25.6715 -5.0406
H 10.9404 -25.1876 -6.4761
H 10.4296 -26.7870 -5.9651
H 8.6692 -25.9347 -4.8496
H 10.6756 -24.6833 -3.2779
H 8.9956 -25.0201 -2.9422
C 6.0957 -29.7733 -1.2374
C 7.4863 -29.4606 -1.9329
C 7.5365 -28.4400 -3.0561
O 8.6336 -27.6589 -2.5890
C 9.1974 -28.1392 -1.5863
O 10.3053 -27.8194 -1.2433
O 8.5192 -29.1028 -1.0844
H 6.2573 -30.5942 -0.5387
H 5.2947 -30.0168 -1.9354
H 5.7975 -28.7948 -0.8607
H 7.9830 -30.3472 -2.3272
H 6.5424 -28.0488 -2.8401
H 7.5273 -28.8881 -4.0497
N 12.3831 -30.0081 -6.5556
C 13.2571 -30.8258 -7.2866
C 12.4890 -31.9405 -7.5466
C 11.2296 -31.7378 -7.1076
C 11.1146 -30.4918 -6.5735
H 12.6575 -29.2928 -5.8974
H 14.2527 -30.4075 -7.2692
H 12.8082 -32.8314 -8.0670
H 10.4646 -32.4859 -7.2544
H 10.3146 -29.9382 -6.1045
*
```

Computed properties:
E_HOMO	-0.3620	hartree

***

6.
Below is a structure of composition C12H15F9IO6 in a non-equilibrium geometry, with properties calculated with ωB97M-V/def2-TZVPD.

The geometry in ORCA input format:
```
! RIJCOSX wB97M-V def2-TZVPD def2/J DEFGRID3
* xyz -1 1
I -0.8423 0.3161 -0.1680
C 1.0047 4.2221 0.3320
C -0.1743 3.3611 -0.2160
O -1.2803 3.5331 0.6900
C -2.0023 2.5391 1.1370
O -1.8023 1.3321 1.0840
C -3.2753 3.1311 1.8550
F -3.9183 2.3221 2.5970
F -2.9073 4.0941 2.6830
F -3.9613 3.6191 0.8220
H 1.0187 5.2821 0.0990
H 1.9027 3.5821 -0.0270
H 1.3167 4.2171 1.5070
H -0.0413 2.4011 -0.4650
H -0.3493 4.0861 -1.0490
C 3.9817 -0.6339 0.7030
C 2.5667 -1.0449 0.0350
O 2.8637 -1.0719 -1.4280
C 2.1107 -0.3109 -2.2720
O 1.5597 0.7451 -2.0470
C 2.2657 -0.8729 -3.7530
F 2.3377 0.2011 -4.7090
F 3.1817 -1.8079 -4.0100
F 1.1167 -1.5089 -4.0760
H 3.8087 -1.0609 1.6340
H 4.2317 0.4281 0.5380
H 4.8657 -1.2439 0.5960
H 1.8687 -0.4269 0.5450
H 2.3647 -2.0749 0.2660
C -0.8593 -2.6659 -1.4360
C -1.5983 -3.7029 -0.5760
O -1.4813 -3.2089 0.7470
C -2.4443 -2.5249 1.3830
O -3.5603 -2.3869 0.8100
C -2.0993 -2.0779 2.8210
F -1.6523 -3.0599 3.6650
F -1.0483 -1.2159 2.7690
F -3.1753 -1.4279 3.4320
H -1.2713 -1.6479 -1.4400
H -0.8353 -2.9529 -2.4600
H 0.0297 -2.3039 -1.0300
H -1.1153 -4.5169 -0.7760
H -2.7023 -3.6639 -0.8120
*
```

Computed properties:
E_HOMO	-0.0302	hartree
relative energy (zero: lowest compared OMol25 entry of this formula, charge and spin)	102.1	kJ/mol

***

These records have calculated total energy values of -391.94772; -440.29282; -1601.86567; -630.51362; -1931.35259; -2113.92547 a.u., in the order they appear.